1.
{
  "formula": "C5H26NO10",
  "method": "wB97M-V/def2-TZVPD",
  "elements": ["O", "C", "O", "C", "C", "C", "C", "N", "H", "H", "H", "H", "H", "H", "H", "H", "H", "H", "H", "H", "O", "H", "H", "O", "H", "H", "O", "H", "H", "O", "H", "H", "O", "H", "H", "O", "H", "H", "O", "H", "H", "O"],
  "positions_angstrom": [[-0.573, 2.352, 0.149], [-1.167, 1.272, 0.356], [-1.012, 0.589, 1.415], [-2.230, 0.826, -0.661], [-1.968, -0.466, -1.398], [-0.990, -0.379, -2.585], [0.435, 0.051, -2.277], [1.216, -0.858, -1.467], [-3.117, 0.712, -0.027], [-2.334, 1.665, -1.350], [-1.557, -1.219, -0.723], [-2.857, -0.934, -1.826], [-1.362, 0.285, -3.381], [-1.005, -1.350, -3.097], [0.490, 1.057, -1.866], [0.945, 0.193, -3.227], [0.962, -1.831, -1.636], [1.097, -0.794, -0.458], [0.027, -3.707, -0.455], [0.384, -5.023, 0.136], [0.008, -4.653, -0.673], [-1.581, 2.479, 3.367], [-2.074, 1.158, 3.882], [-2.034, 2.089, 4.130], [1.509, 1.129, 3.209], [0.633, 0.496, 2.095], [1.463, 0.382, 2.602], [0.206, 4.393, 1.895], [0.338, 2.877, 1.810], [0.176, 3.604, 2.441], [2.562, -3.061, -1.042], [1.941, -4.381, -1.424], [2.801, -3.995, -1.178], [-0.398, 3.142, -1.415], [-0.842, 4.488, -2.049], [-0.329, 3.692, -2.229], [-0.639, -1.118, 1.253], [0.242, -2.012, 2.063], [-0.180, -1.994, 1.191], [3.175, 0.015, 2.032], [3.684, -0.726, 0.771], [3.956, -0.444, 1.648]],
  "forces_ev_per_a": [[0.215, -0.247, -0.250], [-0.037, 0.229, 0.129], [0.059, -0.352, -0.332], [0.097, 0.334, 0.577], [0.861, -0.749, -0.724], [-0.398, 0.300, -0.304], [0.081, 0.241, -0.351], [0.482, -1.004, 0.824], [-0.158, 0.108, -0.314], [-0.322, -0.086, -0.084], [-0.104, 0.012, 0.220], [-0.362, 0.322, 0.318], [-0.149, 0.219, 0.374], [0.324, -0.124, 0.253], [-0.239, -0.070, 0.406], [0.152, -0.244, -0.313], [-0.079, 0.266, -0.440], [-0.284, 0.542, -0.213], [-0.345, 0.024, 0.061], [-0.065, -0.155, -0.112], [0.221, 0.261, 0.208], [0.114, 0.167, 0.165], [-0.008, 0.045, -0.006], [0.011, -0.141, -0.228], [-0.194, 0.025, -0.048], [-0.231, 0.215, 0.053], [0.234, -0.014, 0.196], [-0.064, -0.054, -0.115], [-0.422, 0.351, -0.200], [0.331, -0.219, 0.467], [0.435, -0.298, -0.054], [0.307, -0.059, 0.166], [-0.568, 0.391, -0.127], [-0.105, 0.274, 0.035], [0.096, -0.246, 0.078], [-0.042, 0.033, -0.107], [-0.027, -0.179, -0.309], [0.160, -0.233, -0.246], [-0.034, 0.241, 0.499], [0.240, -0.496, -0.466], [-0.122, 0.093, -0.008], [-0.063, 0.275, 0.326]],
  "gap_ev": 9.51,
  "relative_energy_kcal_mol": 0.0,
  "charge": -1,
  "e_lumo_ev": 2.881
}

2.
{
  "formula": "C5H26NO6S2",
  "method": "wB97M-V/def2-TZVPD",
  "elements": ["N", "C", "C", "S", "S", "C", "C", "C", "H", "H", "H", "H", "H", "H", "H", "H", "H", "H", "H", "H", "H", "H", "H", "H", "O", "H", "H", "O", "H", "H", "O", "H", "H", "O", "H", "H", "O", "H", "H", "O"],
  "positions_angstrom": [[1.084, 0.949, 1.167], [2.235, 0.069, 1.680], [2.249, -1.331, 0.967], [0.799, -2.352, 1.351], [0.263, -3.366, -0.320], [-0.778, -2.478, -1.529], [-0.489, -0.989, -1.712], [0.562, -0.759, -2.808], [0.160, 0.540, 1.281], [1.033, 1.765, 1.821], [1.448, 1.316, 0.236], [3.207, 0.674, 1.520], [1.822, -0.256, 2.658], [2.263, -1.233, -0.141], [3.128, -1.815, 1.262], [-1.755, -2.642, -1.206], [-0.455, -3.131, -2.368], [-0.243, -0.575, -0.767], [-1.399, -0.526, -2.090], [1.645, -0.996, -2.458], [0.324, -1.387, -3.655], [0.616, 0.318, -3.082], [0.918, 3.832, 2.102], [-0.651, 3.655, 2.191], [0.191, 3.280, 2.334], [-2.191, 0.695, 1.686], [-2.079, -0.623, 2.280], [-1.659, -0.111, 1.554], [-3.133, 0.154, -0.382], [-4.238, 1.146, -0.737], [-3.293, 1.082, -0.638], [-2.389, 3.719, 0.933], [-2.383, 2.306, 0.271], [-1.833, 2.984, 0.711], [-1.215, 2.939, -1.533], [-0.897, 3.252, -3.126], [-0.586, 3.014, -2.252], [1.088, 2.399, -1.893], [2.460, 2.787, -1.363], [1.852, 2.053, -1.383]],
  "forces_ev_per_a": [[2.909, 0.930, 0.530], [-1.468, -1.193, -0.594], [-0.701, 1.838, -1.891], [-0.646, 0.436, 0.427], [0.990, -0.605, 0.083], [1.963, 0.225, 0.367], [0.050, -1.031, -1.956], [2.001, 0.749, 1.319], [-0.351, -0.642, -0.725], [-0.286, -0.306, -0.718], [-1.522, -0.225, 0.248], [-1.606, -1.225, 0.910], [1.438, 1.022, 0.258], [0.169, 0.037, 0.650], [1.320, -0.841, 0.477], [-1.749, -0.405, 0.092], [-0.801, 0.677, 0.018], [0.248, 0.610, 0.865], [-0.213, 0.151, 0.243], [-1.802, 0.093, -0.548], [0.069, 0.080, -0.360], [-0.202, -0.786, -0.075], [0.247, 1.274, -0.213], [-1.015, 0.782, -0.595], [1.505, -1.819, 1.255], [0.467, 0.219, -0.453], [0.860, -0.332, -0.586], [-1.330, 0.306, 1.099], [0.104, 0.477, -0.133], [-0.667, 0.147, -0.154], [0.566, -0.665, 0.264], [-0.812, 0.564, -0.081], [-0.303, 0.253, 0.023], [0.442, -0.783, -0.383], [-0.633, 0.288, -0.370], [-0.789, 0.016, 0.330], [1.511, -0.275, 0.040], [-0.118, -0.168, 0.296], [0.493, 0.345, -0.021], [-0.339, -0.220, 0.066]],
  "gap_ev": 8.68,
  "relative_energy_kcal_mol": 9.7,
  "charge": 1,
  "e_lumo_ev": -2.748
}

3.
{
  "formula": "C5H27N2O9",
  "method": "wB97M-V/def2-TZVPD",
  "elements": ["C", "C", "C", "C", "N", "C", "N", "H", "H", "H", "H", "H", "H", "H", "H", "H", "H", "H", "O", "H", "H", "O", "H", "H", "O", "H", "H", "O", "H", "H", "O", "H", "H", "O", "H", "H", "O", "H", "H", "O", "H", "H", "O"],
  "positions_angstrom": [[3.594, 0.977, 0.552], [2.786, -0.045, 1.412], [1.343, 0.287, 1.411], [0.485, 1.110, 2.074], [-0.718, 1.145, 1.337], [-0.640, 0.327, 0.318], [0.547, -0.292, 0.381], [4.641, 0.777, 0.685], [3.356, 1.171, -0.504], [3.382, 1.943, 1.046], [3.199, -0.076, 2.421], [3.010, -1.071, 1.138], [0.371, 1.503, 3.081], [-1.643, 1.501, 1.582], [-1.428, 0.205, -0.403], [0.852, -1.026, -0.237], [2.336, -2.988, 2.410], [2.426, -3.601, 0.957], [1.847, -3.252, 1.641], [-0.428, -1.109, 2.662], [-1.158, -1.886, 3.866], [-0.610, -1.139, 3.594], [-1.442, -2.375, -1.773], [-1.904, -0.923, -1.854], [-1.088, -1.475, -1.731], [-0.698, 4.135, -1.494], [-0.455, 2.873, -2.252], [-1.196, 3.371, -1.807], [-3.606, 0.414, -2.430], [-3.525, 0.494, -0.955], [-3.381, -0.157, -1.675], [-3.471, 2.801, 0.210], [-2.090, 2.616, -0.720], [-2.692, 2.275, -0.006], [0.174, -3.483, 1.093], [-0.490, -3.821, -0.310], [-0.595, -3.449, 0.512], [0.785, 1.079, -2.899], [0.632, 2.080, -4.164], [0.563, 1.992, -3.206], [1.431, -0.987, -3.390], [0.179, -1.029, -2.393], [1.047, -0.600, -2.612]],
  "forces_ev_per_a": [[-0.784, 0.967, 1.159], [0.936, 0.088, 0.041], [-1.392, -1.265, -0.900], [-1.443, 0.251, 0.231], [0.636, -0.508, 0.798], [0.712, -0.804, 0.092], [0.076, 1.592, 0.185], [0.512, -0.078, -0.195], [-0.202, -0.845, 0.307], [0.382, -0.167, -0.241], [-0.140, 0.717, 0.163], [-0.599, -0.130, -0.692], [0.997, 0.211, -0.384], [0.572, 0.562, -0.058], [0.236, -0.187, 0.241], [0.049, 0.106, -0.345], [0.588, -0.058, 0.455], [0.324, -0.027, 0.366], [-0.656, -0.007, -0.656], [-0.286, -0.748, -0.454], [0.146, 0.062, -0.675], [0.098, 0.476, 1.169], [0.238, 0.167, 0.106], [0.196, -0.217, 0.033], [-1.236, -0.567, -0.204], [-0.407, 0.287, 0.228], [-0.658, -0.155, -0.307], [1.068, -0.068, -0.123], [0.072, -0.495, -0.104], [0.251, -0.406, 0.031], [-0.395, 1.215, -0.013], [0.479, 0.301, -0.600], [-0.555, 0.887, 0.078], [-0.599, -1.117, 0.645], [0.319, -0.370, -0.485], [0.987, -1.628, -2.476], [-1.467, 1.903, 2.936], [0.026, 0.189, -0.709], [0.038, -0.305, 0.313], [0.099, 0.084, 0.341], [0.099, -0.349, -0.425], [0.264, -0.093, -0.460], [0.421, 0.528, 0.587]],
  "gap_ev": 10.59,
  "relative_energy_kcal_mol": 1.3,
  "charge": 1,
  "e_lumo_ev": -2.442
}

4.
{
  "formula": "C5H27N3O7",
  "method": "wB97M-V/def2-TZVPD",
  "elements": ["C", "C", "C", "C", "N", "C", "N", "N", "H", "H", "H", "H", "H", "H", "H", "H", "H", "H", "H", "H", "H", "H", "H", "O", "H", "H", "O", "H", "H", "O", "H", "H", "O", "H", "H", "O", "H", "H", "O", "H", "H", "O"],
  "positions_angstrom": [[3.473, 0.584, -2.256], [2.100, 0.435, -2.966], [0.949, 0.925, -2.081], [0.922, 0.343, -0.673], [-0.425, 0.044, -0.348], [-0.478, -0.319, 1.033], [-0.118, -1.746, 1.227], [-0.459, 0.538, 1.958], [3.691, -0.365, -1.665], [4.375, 0.437, -2.799], [3.599, 1.527, -1.784], [2.118, 0.830, -4.013], [1.845, -0.618, -3.250], [0.114, 0.777, -2.728], [1.081, 1.974, -2.049], [1.441, -0.710, -0.508], [1.502, 1.009, 0.035], [-1.046, 0.759, -0.498], [-0.225, -2.366, 0.494], [-0.586, -2.121, 2.083], [-0.516, 0.453, 2.956], [1.247, -2.211, 3.537], [0.312, -1.743, 4.688], [0.600, -2.572, 4.110], [-0.228, -1.431, -2.505], [-1.280, -2.040, -3.489], [-0.337, -1.938, -3.298], [-0.645, 2.297, 1.218], [-0.060, 3.602, 0.621], [-0.729, 3.038, 0.618], [-4.336, 0.634, -1.153], [-4.199, -0.953, -0.849], [-3.727, -0.201, -1.164], [3.130, -0.736, 3.118], [1.855, -0.809, 2.226], [2.155, -0.760, 3.111], [-2.836, -1.355, 3.077], [-2.012, -2.297, 3.722], [-2.386, -2.058, 2.852], [-2.892, 3.026, -1.591], [-3.584, 2.763, -0.218], [-3.404, 3.354, -0.800]],
  "forces_ev_per_a": [[-0.402, -2.850, -0.016], [1.062, -1.493, -0.948], [1.820, 0.007, -1.204], [0.703, -1.708, -1.662], [2.337, -0.576, 3.423], [1.744, -3.800, 2.495], [-1.556, 4.017, 1.969], [-0.635, 0.646, -2.328], [-0.838, 1.490, 0.581], [0.389, 0.434, -1.721], [-0.081, 0.589, 0.985], [-0.299, 0.645, 1.135], [0.665, 0.381, 0.668], [-1.353, -0.446, 0.322], [-0.097, 1.318, 0.565], [-0.355, 1.620, -0.503], [-0.899, -0.539, -0.054], [-2.616, 2.241, -1.432], [-0.162, -1.349, -2.288], [0.576, 0.362, -0.473], [-0.007, -0.938, 0.166], [1.357, 0.718, -0.568], [1.226, -2.745, -1.733], [-3.044, 1.616, 2.818], [-0.385, 0.330, 0.501], [0.261, 0.182, 0.283], [0.015, -0.552, -0.779], [0.588, 0.054, 0.662], [4.662, 3.670, 0.437], [-5.081, -3.744, -1.124], [1.373, -2.680, 0.008], [-0.959, -0.584, 0.370], [-0.280, 3.337, -0.347], [-0.653, -0.008, -0.154], [-0.082, -0.007, -1.543], [1.210, 0.459, 1.295], [-4.173, 5.980, 1.302], [0.002, -0.566, -0.578], [4.078, -5.537, -0.481], [-0.975, 0.238, 1.796], [-1.388, -6.285, 5.659], [2.250, 6.074, -7.503]],
  "gap_ev": [10.76, 5.21],
  "s_squared": 0.76,
  "multiplicity": 2,
  "charge": 1,
  "e_lumo_ev": [-3.183, -8.730]
}

no.,total energy (eV)
1,-27576.3473
2,-41046.8415
3,-27025.9988
4,-24413.9888